Record 1
{
  "formula": "C29H24AlN4O10Te",
  "method": "ωB97M-V with the def2-TZVPD basis set",
  "symbols": ["Al", "O", "C", "C", "C", "C", "C", "C", "C", "O", "N", "O", "O", "H", "H", "H", "H", "O", "N", "N", "O", "C", "C", "C", "C", "C", "C", "H", "H", "H", "H", "H", "O", "C", "O", "C", "C", "C", "C", "C", "C", "N", "O", "O", "H", "H", "H", "H", "C", "C", "C", "C", "C", "C", "Te", "C", "C", "C", "H", "H", "H", "H", "H", "H", "H", "H", "H", "H", "H"],
  "xyz": [[0.350210, -0.314676, -0.110078], [-0.858887, -0.100431, 1.129449], [-1.715570, -1.159700, 1.105773], [-2.616655, -1.559882, -1.140962], [-3.712431, -2.272899, -1.581448], [-3.731876, -2.821892, -2.863333], [-2.637305, -2.660381, -3.713578], [-1.533499, -1.972374, -3.267556], [-1.490634, -1.415290, -1.983201], [-0.412243, -0.769997, -1.582035], [-4.872327, -3.550914, -3.290481], [-5.819916, -3.652870, -2.523606], [-4.854396, -4.047996, -4.409634], [-2.331647, -1.144570, 2.030525], [-4.561790, -2.390589, -0.929458], [-2.668603, -3.097019, -4.700565], [-0.664578, -1.840693, -3.894352], [-2.714802, -0.941016, 0.081840], [-1.179731, -2.451559, 1.009970], [0.055779, -2.706184, 0.742360], [1.043730, -1.797766, 0.514569], [0.438116, -4.021859, 0.681985], [1.788633, -4.377670, 0.788545], [2.149246, -5.707770, 0.749237], [1.189503, -6.694869, 0.566440], [-0.149520, -6.342146, 0.449110], [-0.532193, -5.021611, 0.513717], [2.529961, -3.604592, 0.918478], [3.187949, -5.984640, 0.869879], [1.485642, -7.730983, 0.517743], [-0.894231, -7.111048, 0.302054], [-1.558247, -4.714340, 0.411530], [0.175326, 2.978730, 0.214092], [1.271939, 2.277407, 0.255889], [1.305231, 1.068180, -0.223529], [2.432235, 2.849105, 0.814006], [2.416373, 4.160229, 1.359395], [3.551968, 4.712889, 1.872214], [4.761431, 3.990950, 1.866176], [4.787255, 2.682044, 1.344612], [3.652793, 2.121739, 0.839082], [5.920414, 4.560074, 2.393748], [6.971833, 3.907846, 2.365695], [5.858559, 5.699597, 2.874198], [1.483120, 4.698027, 1.357887], [3.558080, 5.707431, 2.289987], [5.723899, 2.144987, 1.363332], [3.658273, 1.111610, 0.456610], [-4.380924, 7.675520, -2.014386], [-3.637633, 6.450294, -1.569012], [-3.665860, 6.033960, -0.248331], [-3.017684, 4.879802, 0.163240], [-3.059508, 4.492443, 1.611607], [-2.326494, 4.100882, -0.769718], [-1.655912, 2.134521, -0.156886], [-2.239576, 4.541627, -2.090342], [-1.445068, 3.800566, -3.123726], [-2.896712, 5.705676, -2.472084], [-4.921146, 8.123168, -1.182639], [-5.095368, 7.421352, -2.797787], [-3.688945, 8.413575, -2.419099], [-4.218974, 6.616415, 0.475600], [-3.473935, 5.298478, 2.213551], [-2.052901, 4.263730, 1.964847], [-3.672834, 3.601137, 1.748379], [-0.875652, 2.993402, -2.659363], [-0.749854, 4.475490, -3.622469], [-2.106519, 3.378635, -3.880364], [-2.841849, 6.029829, -3.501777]],
  "forces_ev_per_angstrom": [[-0.5, -1.0, 0.2], [0.5, 0.3, 0.1], [-0.6, 0.4, 1.2], [-0.1, -0.1, 0.0], [0.0, 0.0, -0.2], [1.2, 0.8, 0.5], [-0.4, -0.3, 0.0], [0.0, 0.1, 0.2], [0.1, 0.0, 0.3], [-0.1, -0.1, -0.8], [-0.8, -0.6, -0.4], [0.1, 0.0, -0.1], [-0.1, 0.0, 0.1], [0.2, 0.1, -0.4], [-0.1, 0.0, 0.1], [0.0, 0.0, 0.0], [0.1, 0.0, -0.1], [-0.4, 0.0, -0.6], [-1.0, -0.6, 0.1], [0.5, 0.2, -0.1], [0.7, 0.0, 0.2], [0.5, -1.2, -0.2], [-0.1, 0.3, 0.0], [-0.1, -0.2, -0.1], [0.0, 0.0, 0.1], [0.2, -0.1, 0.0], [0.1, 0.4, 0.0], [0.0, 0.0, 0.0], [0.1, 0.0, -0.1], [0.0, -0.1, 0.0], [-0.1, 0.0, 0.0], [-0.1, -0.1, 0.0], [-0.6, 0.0, 0.1], [1.0, 0.2, 0.5], [0.6, 0.5, -0.3], [-0.3, -0.1, -0.2], [0.1, 0.0, 0.0], [0.0, 0.2, 0.1], [-0.6, -0.4, -0.3], [0.2, -0.1, 0.0], [0.1, 0.0, 0.0], [0.5, 0.3, 0.2], [0.0, 0.0, 0.0], [0.0, 0.0, 0.0], [-0.1, 0.2, 0.0], [-0.1, 0.0, 0.0], [0.0, 0.0, 0.0], [0.1, 0.0, 0.0], [0.1, 0.0, 0.0], [0.1, -0.1, -0.1], [0.0, 0.0, 0.0], [0.0, -0.1, 0.2], [-0.1, 0.0, 0.1], [0.1, -0.5, 0.0], [-0.7, 1.5, -0.2], [0.1, -0.1, -0.2], [0.1, -0.1, 0.0], [-0.1, 0.0, 0.1], [0.0, 0.1, 0.0], [0.0, 0.1, 0.0], [0.0, 0.1, 0.0], [0.0, 0.1, 0.1], [0.0, 0.0, 0.0], [-0.1, 0.0, 0.1], [0.0, 0.0, 0.1], [0.0, 0.1, -0.3], [0.0, 0.0, 0.0], [0.0, -0.1, -0.1], [0.1, 0.0, -0.2]],
  "gap_ev": [5.156, 5.916],
  "charge": -1,
  "relative_energy_kj_mol": 66.33,
  "fmax_ev_per_a": 1.66
}

Record 2
{
  "formula": "C29H24BrN2O2PPdS",
  "method": "ωB97M-V with the def2-TZVPD basis set",
  "symbols": ["Pd", "C", "C", "C", "C", "C", "C", "C", "C", "C", "S", "C", "N", "H", "H", "H", "H", "H", "H", "H", "H", "O", "C", "O", "C", "P", "C", "C", "C", "C", "C", "C", "C", "C", "C", "C", "C", "C", "H", "H", "H", "H", "H", "H", "H", "H", "H", "H", "H", "H", "Br", "C", "C", "C", "C", "N", "C", "H", "H", "H", "H"],
  "xyz": [[0.401552, 0.134676, -0.878595], [2.044322, 2.983208, 0.036050], [2.405183, 1.873796, 0.973374], [3.104674, 2.164716, 2.174592], [3.434386, 1.159157, 3.025912], [3.081801, -0.175120, 2.713333], [3.401081, -1.270357, 3.548261], [3.017376, -2.529072, 3.181672], [2.297134, -2.740801, 1.990077], [1.970124, -1.698230, 1.155674], [1.089257, -1.994977, -0.331208], [2.376571, -0.387660, 1.514824], [2.056224, 0.643161, 0.671958], [2.792795, 3.774486, 0.079339], [1.078627, 3.423325, 0.298981], [1.940963, 2.625838, -0.986096], [3.365828, 3.191677, 2.391991], [3.966076, 1.362327, 3.948289], [3.941857, -1.092662, 4.469147], [3.258260, -3.376201, 3.810598], [1.984605, -3.742534, 1.722044], [-1.231841, 3.719054, -0.922310], [-1.218137, 2.559345, -1.288611], [-0.188337, 1.937021, -1.782817], [-2.514698, 1.735971, -1.250925], [-2.130502, -0.036298, -1.012964], [-1.610696, -0.043207, 0.766140], [-1.203208, 1.105705, 1.453584], [-0.751167, 1.021682, 2.766101], [-0.712529, -0.199743, 3.415938], [-1.146986, -1.344689, 2.754628], [-1.587220, -1.267191, 1.447370], [-3.795335, -0.785126, -0.836721], [-4.274470, -1.613921, -1.845741], [-5.559213, -2.139388, -1.775652], [-6.369997, -1.836281, -0.693883], [-5.896043, -1.011907, 0.320707], [-4.614926, -0.490563, 0.251712], [-3.014359, 1.841588, -2.217077], [-3.184273, 2.114847, -0.478808], [-1.243162, 2.078681, 0.981786], [-0.426409, 1.920524, 3.275495], [-0.355555, -0.263550, 4.435899], [-1.126587, -2.302313, 3.258878], [-1.900617, -2.167942, 0.933092], [-3.634618, -1.854869, -2.686466], [-5.922741, -2.786824, -2.562932], [-7.371141, -2.243351, -0.636017], [-6.527630, -0.778272, 1.168060], [-4.244410, 0.138545, 1.052516], [5.820867, 0.226653, -3.515847], [3.957475, 0.026108, -3.718755], [3.405448, -0.250771, -4.955423], [2.028631, -0.382660, -5.040461], [1.268895, -0.232524, -3.893676], [1.818143, 0.027851, -2.708697], [3.134425, 0.155606, -2.613417], [4.036050, -0.358216, -5.827127], [1.550663, -0.596138, -5.986140], [0.189170, -0.310346, -3.913298], [3.538343, 0.358157, -1.628357]],
  "forces_ev_per_angstrom": [[0.2, -0.7, -0.8], [0.1, 0.0, 0.0], [0.0, 0.0, 0.0], [0.0, 0.0, 0.0], [0.0, 0.0, 0.0], [0.0, 0.0, 0.0], [0.0, 0.0, 0.0], [0.0, 0.0, -0.1], [0.0, 0.0, 0.0], [0.0, -0.1, 0.0], [-0.1, 0.6, -0.1], [-0.1, 0.0, -0.1], [-0.1, 0.2, 0.0], [0.0, 0.0, 0.0], [0.0, 0.0, 0.0], [0.0, 0.0, 0.0], [0.0, 0.0, 0.0], [0.0, 0.0, 0.0], [0.0, 0.0, 0.0], [0.0, 0.0, 0.0], [0.0, 0.0, 0.0], [0.0, 0.1, 0.0], [0.0, 0.0, -0.4], [0.1, 0.0, 0.5], [0.1, -0.1, 0.1], [0.1, 0.0, 0.8], [-0.2, 0.1, 0.3], [-0.2, 0.0, 0.0], [0.0, 0.0, 0.0], [0.0, 0.0, 0.0], [0.0, 0.0, 0.0], [0.0, 0.0, -0.1], [0.0, -0.1, -0.3], [0.0, 0.0, 0.0], [0.0, 0.0, 0.0], [0.0, 0.0, 0.0], [0.0, 0.0, 0.0], [0.0, 0.0, 0.0], [0.0, 0.0, 0.0], [0.0, 0.0, 0.0], [0.0, 0.0, 0.0], [0.0, 0.0, 0.0], [0.0, 0.0, 0.0], [0.0, 0.0, 0.0], [0.0, 0.0, 0.0], [0.0, 0.0, 0.0], [0.0, 0.0, 0.0], [0.0, 0.0, 0.0], [0.0, 0.0, 0.0], [0.0, 0.0, 0.0], [0.0, 0.0, 0.0], [0.0, 0.0, 0.0], [0.0, 0.0, 0.0], [0.0, 0.0, 0.0], [0.1, 0.1, 0.0], [-0.1, -0.1, -0.2], [0.0, 0.0, 0.1], [0.0, 0.0, 0.0], [0.0, 0.0, 0.0], [0.0, 0.0, 0.0], [0.0, 0.0, 0.0]],
  "gap_ev": [6.703, 6.706],
  "relative_energy_kj_mol": 160.68,
  "fmax_ev_per_a": 1.10
}

Record 3
{
  "formula": "C29H24Cl2F3PtSSbSi",
  "method": "ωB97M-V with the def2-TZVPD basis set",
  "symbols": ["Pt", "Cl", "C", "C", "C", "C", "C", "Cl", "C", "S", "H", "H", "H", "F", "C", "C", "C", "C", "C", "C", "Sb", "C", "C", "C", "C", "F", "C", "C", "C", "C", "C", "C", "F", "C", "C", "H", "H", "H", "H", "H", "H", "H", "H", "H", "H", "H", "H", "C", "Si", "C", "C", "C", "C", "H", "H", "H", "H", "H", "H", "H", "H", "H"],
  "xyz": [[1.624415, 0.825751, -0.044203], [3.370984, 1.285805, 1.646110], [3.452282, 3.049056, 1.535710], [4.566138, 3.695253, 2.020375], [4.604838, 5.080361, 1.902961], [3.555823, 5.773587, 1.323032], [2.450177, 5.085791, 0.844249], [1.118445, 5.921766, 0.144863], [2.384778, 3.699750, 0.943165], [0.901137, 2.893818, 0.402180], [5.385207, 3.145536, 2.462215], [5.469339, 5.619960, 2.263065], [3.584231, 6.850927, 1.235975], [-2.804911, -5.193026, -2.035232], [-2.208943, -4.194594, -1.397645], [-2.916777, -3.504145, -0.428886], [-2.286406, -2.464529, 0.233352], [-0.973336, -2.129516, -0.097310], [-0.276780, -2.838875, -1.068577], [-0.898887, -3.883212, -1.728769], [-0.150072, -0.630773, 1.110437], [-1.676107, 0.775244, 1.293207], [-2.448289, 0.994651, 0.151594], [-3.442801, 1.956233, 0.163518], [-3.634939, 2.691594, 1.322101], [-4.581956, 3.618137, 1.339278], [-2.867897, 2.503274, 2.462615], [-1.876171, 1.540854, 2.441910], [0.436821, -1.444397, 2.931777], [1.528779, -2.312187, 2.984613], [1.787883, -3.020144, 4.141823], [0.941262, -2.844603, 5.226820], [1.180245, -3.528091, 6.334571], [-0.146302, -1.987128, 5.195352], [-0.397794, -1.273055, 4.037040], [-3.937311, -3.783220, -0.206729], [-2.837891, -1.918536, 0.990409], [0.744377, -2.590940, -1.326397], [-0.388793, -4.464445, -2.484580], [-2.288154, 0.414641, -0.751034], [-4.066417, 2.142476, -0.699660], [-3.054438, 3.109388, 3.338266], [-1.254243, 1.422103, 3.319901], [2.182143, -2.449575, 2.130605], [2.621074, -3.704726, 4.217904], [-0.778532, -1.891826, 6.067197], [-1.256788, -0.616863, 4.009254], [-1.819594, -1.033631, -4.448032], [0.010621, -0.712161, -4.524665], [1.000135, -2.257953, -4.842496], [0.443634, 0.678376, -5.677112], [0.518791, -0.133436, -2.788222], [0.871173, 0.213103, -1.667620], [-2.162056, -1.379789, -5.426057], [-2.381147, -0.129349, -4.208087], [-2.080320, -1.801339, -3.717339], [0.715891, -2.643955, -5.824541], [0.798726, -3.041612, -4.111092], [2.073154, -2.066742, -4.858249], [0.138644, 0.397284, -6.688111], [1.513751, 0.884563, -5.697727], [-0.080845, 1.599090, -5.419071]],
  "forces_ev_per_angstrom": [[1.2, -0.3, 0.0], [-0.3, 0.0, -0.1], [0.0, 0.0, 0.0], [0.0, 0.0, 0.0], [0.0, 0.0, 0.0], [-0.1, 0.0, 0.0], [0.1, 0.1, 0.0], [0.0, 0.0, 0.0], [-0.1, -0.2, 0.0], [0.0, 0.0, -0.1], [0.0, 0.0, 0.0], [0.0, 0.0, 0.0], [0.0, 0.0, 0.0], [0.0, 0.0, 0.0], [0.0, 0.0, 0.0], [0.0, 0.0, 0.0], [0.0, 0.0, 0.0], [0.1, -0.1, 0.0], [0.1, 0.0, 0.0], [0.0, 0.0, 0.0], [-0.9, 0.1, -0.1], [0.0, 0.0, 0.0], [0.0, -0.1, 0.0], [0.0, 0.0, 0.0], [0.0, 0.0, 0.0], [0.0, 0.0, 0.0], [0.0, 0.0, 0.0], [0.1, 0.1, 0.0], [0.2, 0.1, 0.0], [0.0, 0.0, 0.0], [0.0, 0.0, 0.0], [0.0, 0.0, 0.0], [0.0, 0.0, 0.0], [0.0, 0.0, 0.0], [0.0, 0.0, 0.0], [0.0, 0.0, 0.0], [0.0, 0.0, 0.0], [0.0, 0.0, 0.0], [0.0, 0.0, 0.0], [0.0, 0.0, 0.0], [0.0, 0.0, 0.0], [0.0, 0.0, 0.0], [0.0, 0.0, 0.0], [0.0, 0.0, 0.0], [0.0, 0.0, 0.0], [0.0, 0.0, 0.0], [0.0, 0.0, 0.0], [0.0, 0.0, 0.0], [0.0, 0.0, 0.0], [0.0, 0.0, 0.0], [0.0, 0.0, 0.0], [0.0, -0.1, -0.1], [-0.3, 0.4, 0.2], [0.0, 0.0, 0.0], [0.0, 0.0, 0.0], [0.0, 0.0, 0.0], [0.0, 0.0, 0.0], [0.0, 0.0, 0.0], [0.0, 0.0, 0.0], [0.0, 0.0, 0.0], [0.0, 0.0, 0.0], [0.0, 0.0, 0.0]],
  "gap_ev": 5.295,
  "charge": 2,
  "relative_energy_kj_mol": 44.80,
  "fmax_ev_per_a": 1.22
}